[1]
Molecular formula: C30H35F3N3PS
Method: DFT, wB97M-V/def2-TZVPD

Calculated values
* LUMO level: 0.137 eV
* SMILES: C=CC[C@@](C#N)([PH2]=S)[C@@](C#N)(CCCF)CCCCn1cccc1.Fc1ccccc1.Fc1ccccc1
* HOMO-LUMO gap: 8.2 eV
* DFT total energy: -2367.22659 Eh

Geometry as XYZ:
```
73
Properties=species:S:1:pos:R:3:lowdin_charge:R:1
C 1.86970 -3.17896 0.92289 0.00
C 2.46043 -2.51627 -0.19356 -0.18
C 3.36714 -1.20087 -0.07838 -0.17
C 2.77791 0.11427 -0.79984 -0.46
C 4.01185 1.07096 -1.12754 -0.23
N 4.94462 1.81480 -1.28755 0.16
P 2.03765 -0.37202 -2.52132 0.44
S 3.46701 -0.57787 -3.84030 0.22
C 1.56090 0.84445 0.00580 -0.34
C 0.23512 -0.02301 -0.38278 -0.19
N -0.73503 -0.61681 -0.81681 0.19
C 1.67893 0.74383 1.60781 -0.14
C 3.04868 1.30818 2.23690 -0.14
C 2.95184 2.85065 2.75947 -0.14
F 2.87157 2.81909 4.22586 -0.13
C 1.37696 2.36913 -0.47422 -0.14
C -0.15150 2.91124 -0.48663 -0.19
C -0.81934 3.08864 0.97075 -0.17
C -1.81639 1.91244 1.41904 -0.19
N -2.89323 1.58331 0.44124 -0.17
C -3.49127 2.32725 -0.65178 -0.06
C -4.57442 1.34544 -1.25892 -0.06
C -4.55985 0.00798 -0.40799 -0.09
C -3.46658 0.24183 0.67717 -0.09
H 1.83083 -2.59120 1.91488 0.06
H 1.46808 -4.25648 0.88100 0.08
H 2.26363 -2.99775 -1.23038 0.09
H 4.36367 -1.45026 -0.62568 0.13
H 3.64240 -1.07313 1.02451 0.12
H 1.18716 0.70720 -2.94606 0.01
H 1.23971 -1.55644 -2.46545 0.00
H 0.81449 1.22951 2.18641 0.11
H 1.63483 -0.38530 1.88376 0.10
H 3.23715 0.69019 3.20454 0.13
H 3.98282 1.16418 1.59199 0.10
H 2.05924 3.42130 2.33083 0.09
H 3.94609 3.37090 2.48480 0.13
H 1.96390 3.10541 0.20548 0.12
H 1.77879 2.57588 -1.54631 0.12
H -0.08065 3.98714 -0.92788 0.12
H -0.82922 2.34489 -1.24301 0.11
H -0.02794 3.20052 1.79017 0.09
H -1.41130 4.08930 0.96198 0.12
H -2.34831 2.28478 2.38623 0.14
H -1.28479 0.93349 1.73619 0.10
H -3.18681 3.37437 -0.97970 0.11
H -5.25338 1.54880 -2.17322 0.08
H -5.16605 -0.95085 -0.51546 0.09
H -3.09256 -0.42203 1.53329 0.11
F 5.45138 -6.94590 -2.56843 0.06
C 5.77379 -5.68236 -2.88763 -0.29
C 7.06980 -5.38956 -3.28419 -0.02
C 7.40286 -4.08057 -3.61999 -0.08
C 6.43848 -3.07741 -3.54494 -0.09
C 5.14141 -3.38167 -3.14072 -0.13
C 4.80517 -4.69280 -2.81537 -0.02
H 7.80862 -6.18153 -3.32863 0.11
H 8.41223 -3.84200 -3.93901 0.10
H 6.70024 -2.05548 -3.80290 0.10
H 4.39178 -2.59588 -3.07917 -0.04
H 3.79804 -4.94977 -2.50713 0.11
F -7.82777 0.08147 -0.27798 0.05
C -8.16492 0.52444 0.94318 -0.28
C -9.50474 0.68504 1.26300 -0.02
C -9.85540 1.13943 2.53076 -0.09
C -8.86178 1.43829 3.46064 -0.10
C -7.51934 1.27800 3.12688 -0.08
C -7.16823 0.81321 1.86316 -0.01
H -10.26360 0.45532 0.52376 0.11
H -10.90103 1.26127 2.79387 0.10
H -9.13615 1.79697 4.44809 0.10
H -6.74656 1.51517 3.85104 0.10
H -6.12878 0.67420 1.58945 0.08
```

[2]
Molecular formula: C24H42N2OP2Tc
Method: DFT, wB97M-V/def2-TZVPD

Calculated values
* LUMO level (alpha / beta): 0.698 / -0.160 eV
* ⟨S²⟩: 3.804
* HOMO-LUMO gap (alpha / beta): 6.5 / 7.1 eV
* DFT total energy: -1887.86440 Eh
* spin multiplicity: 4

Geometry as XYZ:
```
72
Properties=species:S:1:pos:R:3:mulliken_spin:R:1
Tc -0.02037 -0.37120 -0.47476 2.17
P 2.32871 -0.48590 -0.85775 -0.03
P -2.45507 -0.23930 -0.47165 0.05
N -0.07521 0.47429 -2.07836 0.64
H 0.88203 -2.23971 0.79236 0.00
C 2.67161 -1.98830 -1.83942 0.01
H 3.75462 -2.16007 -1.89464 0.00
H 2.27202 -1.84859 -2.85172 0.00
H 2.18407 -2.86119 -1.38857 -0.01
C 3.57033 -0.52947 0.48307 0.00
H 4.58187 -0.58675 0.05716 0.00
H 3.40510 -1.40351 1.12414 0.00
H 3.49179 0.37882 1.09437 0.00
C 3.01794 0.84975 -1.90748 0.02
H 4.11422 0.85813 -1.84288 0.00
H 2.63687 1.81928 -1.56586 0.00
H 2.71933 0.70485 -2.95281 0.00
C -3.21319 -1.71410 -1.24025 0.00
H -4.30793 -1.63309 -1.21111 0.00
H -2.89131 -2.63300 -0.73536 0.00
H -2.87049 -1.75329 -2.28304 0.00
C -3.18550 -0.15782 1.19147 0.01
H -4.27976 -0.16354 1.09906 0.00
H -2.86223 0.76861 1.68281 0.00
H -2.85811 -1.01472 1.79333 0.00
C -3.29184 1.09072 -1.39961 0.01
H -4.36318 0.85471 -1.46148 0.00
H -2.87245 1.15356 -2.41167 0.00
H -3.16435 2.05220 -0.89230 0.00
C -0.09505 1.20261 -3.21997 -0.14
C -0.24436 1.30113 -5.64315 -0.10
C -0.23458 0.55545 -4.48190 0.20
C 0.03754 2.62545 -3.18059 0.21
C 0.00032 3.35730 -4.35478 -0.10
C -0.13620 2.70183 -5.58801 0.19
H -0.33538 0.79433 -6.60506 0.00
H -0.32270 -0.53742 -4.47383 0.00
H 0.17692 3.09924 -2.20665 0.01
H 0.08615 4.44334 -4.30319 0.00
H -0.15346 3.28701 -6.51128 0.01
C -0.05606 -2.91028 0.59982 -0.03
O -0.60511 -2.27163 -0.53348 0.09
C 0.23444 -4.35343 0.20636 0.01
H 0.47263 -4.94453 1.09573 0.00
H 1.06426 -4.43820 -0.49309 0.00
H -0.66902 -4.77482 -0.25904 0.00
C -0.93493 -2.86861 1.84049 0.09
H -1.99290 -3.02934 1.59288 0.00
H -0.81465 -1.94155 2.41808 -0.05
H -0.60775 -3.68174 2.50244 0.00
C -0.58562 0.42849 4.41957 0.00
N 0.28307 -0.45683 3.66144 0.02
C 1.00616 -1.39349 4.51280 0.00
C 1.16158 0.15522 2.67695 -0.05
C 0.62157 1.38310 2.01958 -0.27
C 0.77756 2.58779 2.70548 -0.03
C 0.15864 3.74805 2.25203 0.05
C -0.57412 3.70159 1.06505 -0.04
C -0.62886 2.52448 0.31558 0.05
C -0.00375 1.34633 0.76013 0.01
H -1.11085 -0.19559 5.15465 0.00
H -1.32727 0.91089 3.76877 0.00
H -0.02337 1.20791 4.96522 0.00
H 1.44532 -2.18927 3.89731 0.00
H 1.81751 -0.89522 5.07620 0.00
H 0.30120 -1.83375 5.22897 0.00
H 2.15065 0.38290 3.12317 0.00
H 1.36641 -0.63558 1.93709 0.01
H 1.36770 2.60306 3.62488 0.00
H 0.23946 4.67256 2.82214 0.00
H -1.09067 4.58713 0.69763 0.00
H -1.14194 2.52273 -0.64345 0.01
```

[3]
Molecular formula: C2H6ClOPS
Method: DFT, wB97M-V/def2-TZVPD

Calculated values
* ΔE to the lowest compared entry with this formula, charge and spin: 77.3 kcal per mole
* LUMO level (alpha / beta): -1.929 / -1.631 eV
* HOMO-LUMO gap (alpha / beta): 6.1 / 6.7 eV
* DFT total energy: -1354.70048 Eh

Geometry as XYZ:
```
12
Properties=species:S:1:pos:R:3:nbo_charge:R:1
C 2.92548 0.02779 0.36279 -0.24
C -2.52928 0.16939 0.19139 -0.71
O 1.64476 -0.56822 0.08562 -0.80
P 0.26070 0.05447 0.69341 0.81
S -1.15271 -0.63829 -0.76743 0.23
Cl -2.44143 -0.06684 -2.83557 -0.57
H 3.31512 0.20405 -0.66214 0.20
H 3.46885 -0.88046 0.66195 0.20
H 2.87865 0.80272 0.99835 0.19
H -2.85187 1.00566 -0.30240 0.24
H -2.28399 0.48609 1.21620 0.21
H -3.23428 -0.59637 0.35783 0.23
```

[4]
Molecular formula: C52H48IrNOP3Se2Si
Method: DFT, wB97M-V/def2-TZVPD

Calculated values
* ΔE to the lowest compared entry with this formula, charge and spin: 5.2 kcal per mole
* LUMO level (alpha / beta): -1.731 / -4.466 eV
* ⟨S²⟩: 6.015
* HOMO-LUMO gap (alpha / beta): 6.3 / 6.0 eV
* DFT total energy: -8360.94527 Eh
* spin multiplicity: 5
* total charge: +1

Geometry as XYZ:
```
109
Properties=species:S:1:pos:R:3:mulliken_spin:R:1
Ir -0.33753 -0.03498 0.34384 1.85
C -2.26211 -2.79589 2.11070 0.03
Si -0.90083 -2.32317 0.93810 0.61
C -1.04303 -3.31625 -0.63810 0.03
C -1.85073 -4.45223 -0.75391 0.01
C -1.85063 -5.21146 -1.91569 0.00
C -1.03720 -4.84745 -2.98282 0.01
C -0.23991 -3.71744 -2.89184 -0.01
C -0.24509 -2.95001 -1.72766 -0.06
P 0.76190 -1.42557 -1.61498 0.16
C 0.70438 -0.85837 -3.35150 0.01
C -0.54834 -0.49848 -3.85333 0.02
C -0.69846 -0.14715 -5.18502 0.00
C 0.40136 -0.14451 -6.03382 0.01
C 1.64514 -0.51239 -5.54650 -0.01
C 1.79658 -0.87451 -4.21320 0.01
C 2.47119 -1.97357 -1.33251 0.01
C 2.76547 -3.29286 -0.99497 0.01
C 4.08310 -3.68695 -0.80318 -0.01
C 5.11519 -2.77338 -0.96878 0.02
C 4.82898 -1.45565 -1.30641 -0.01
C 3.51251 -1.05288 -1.47147 0.03
C 0.74856 -2.92946 1.66569 0.03
C 0.89248 -4.31054 1.85161 -0.02
C 2.03283 -4.85194 2.41885 0.00
C 3.05123 -4.01307 2.85745 0.00
C 2.92861 -2.64463 2.69964 0.00
C 1.80572 -2.10155 2.06692 -0.07
P 1.58210 -0.29996 1.91386 0.37
C 3.04242 0.55114 1.23769 -0.05
C 2.77283 1.73501 0.54669 0.06
C 3.80658 2.51811 0.04845 0.01
C 5.12423 2.12655 0.23789 0.00
C 5.40306 0.94989 0.92099 0.00
C 4.37151 0.16725 1.41820 0.00
C 1.49191 0.19367 3.66502 -0.02
C 0.40119 -0.26746 4.40295 0.07
C 0.28445 0.03773 5.74692 0.00
C 1.26194 0.80657 6.37201 0.01
C 2.34502 1.27056 5.64344 -0.01
C 2.45880 0.97168 4.28802 0.01
H -2.12647 -3.82094 2.46838 0.01
H -3.23499 -2.71854 1.61827 0.00
H -2.27627 -2.13238 2.97939 -0.01
H -2.48570 -4.74980 0.07388 0.00
H -2.48342 -6.08715 -1.99144 0.00
H -1.03333 -5.43666 -3.89100 0.00
H 0.37502 -3.42749 -3.73548 0.00
H -1.41867 -0.52184 -3.21029 0.02
H -1.67666 0.12087 -5.55769 0.00
H 0.28648 0.13422 -7.07377 0.00
H 2.50350 -0.53380 -6.20568 0.00
H 2.77409 -1.17864 -3.85881 0.00
H 1.96652 -4.01547 -0.88240 0.01
H 4.30133 -4.71286 -0.53505 0.00
H 6.14236 -3.08692 -0.83430 0.00
H 5.63101 -0.73937 -1.43767 0.00
H 3.29550 -0.01674 -1.71341 0.01
H 0.09477 -4.97776 1.53823 0.00
H 2.12196 -5.92424 2.54076 0.00
H 3.92918 -4.42512 3.33773 0.00
H 3.69391 -2.00136 3.10935 0.00
H 1.74439 2.04886 0.39593 0.02
H 3.58044 3.42994 -0.48956 0.00
H 5.93335 2.73366 -0.14788 0.00
H 6.42908 0.63555 1.06385 0.00
H 4.61643 -0.75506 1.92114 0.00
H -0.36464 -0.86397 3.91814 -0.02
H -0.56618 -0.32328 6.31058 0.00
H 1.17591 1.04039 7.42535 0.00
H 3.10703 1.87004 6.12524 0.00
H 3.30233 1.35489 3.72720 0.01
Se -3.23260 0.38960 0.90793 0.35
P -3.07106 1.62405 -0.83635 0.12
Se -0.93748 1.86424 -1.28149 0.25
C -3.85802 3.22988 -0.59828 -0.03
C -5.15254 3.26275 -0.07636 0.01
C -5.78143 4.47831 0.13193 0.01
C -5.12438 5.66379 -0.18014 0.00
C -3.84075 5.63361 -0.70394 0.01
C -3.20251 4.41604 -0.91169 0.01
C -3.85897 0.91010 -2.29044 -0.02
C -3.93127 1.68868 -3.44630 0.01
C -4.48835 1.16192 -4.59763 0.00
C -4.95626 -0.14869 -4.60526 0.00
C -4.87742 -0.92518 -3.45914 0.00
C -4.33287 -0.39654 -2.29337 0.00
H -5.66129 2.33920 0.17374 -0.02
H -6.78392 4.50292 0.53837 0.00
H -5.61797 6.61289 -0.01545 0.00
H -3.33297 6.55683 -0.95253 0.00
H -2.19686 4.39116 -1.31377 0.00
H -3.56292 2.70880 -3.44234 0.00
H -4.55667 1.77006 -5.49091 0.00
H -5.38652 -0.56071 -5.50905 0.00
H -5.24588 -1.94284 -3.46548 0.00
H -4.27377 -0.99353 -1.39169 0.00
C 0.61953 3.86926 3.58324 0.00
N -0.49123 3.97247 2.64833 0.01
C -1.01744 5.28853 2.31265 0.00
C -0.95632 2.89390 2.02717 0.01
O -0.51563 1.75200 2.19459 0.06
H 0.46779 4.58465 4.39012 0.00
H 1.57258 4.08308 3.09262 0.00
H 0.65402 2.86219 3.98983 0.00
H -1.08357 5.89296 3.21615 0.00
H -2.01365 5.18895 1.88592 0.00
H -0.37483 5.80223 1.59467 0.00
H -1.81224 3.08902 1.37614 0.02
```

[5]
Molecular formula: C2H6NO
Method: DFT, wB97M-V/def2-TZVPD

Calculated values
* ΔE to the lowest compared entry with this formula, charge and spin: 135.1 kcal per mole
* LUMO level (alpha / beta): -5.432 / -5.430 eV
* HOMO-LUMO gap (alpha / beta): 9.7 / 9.7 eV
* DFT total energy: -209.31044 Eh
* total charge: +1

Geometry as XYZ:
```
10
Properties=species:S:1:pos:R:3:nbo_charge:R:1
C -1.20623 0.57168 -0.35333 -0.16
C -0.14914 0.02133 0.43106 0.34
N 1.20405 -0.46602 -0.22044 -0.78
O -1.17007 -0.72428 0.20402 -0.45
H -1.91679 1.15804 0.25407 0.26
H -0.99046 0.48590 -1.35884 0.20
H 0.14461 0.52064 2.34625 0.16
H 1.62675 -1.02368 0.51502 0.48
H 1.61576 0.42851 -0.72195 0.48
H 0.84152 -0.97210 -1.09587 0.45
```